[1]
55
Properties=species:S:1:pos:R:3:forces:R:3 method="wB97M-V/def2-TZVPD" homo_ev=-7.738 homo_lumo_gap_ev=6.94
C 1.48476 -2.22874 -4.11557 -0.244 0.010 0.085
C 2.44432 -1.67901 -3.26695 -0.165 0.351 0.243
C 2.06096 -0.82871 -2.20945 -0.065 -0.809 -1.207
C 0.70765 -0.55729 -2.01370 -0.019 -0.192 0.660
C -0.25738 -1.11125 -2.85862 0.686 -0.502 -0.725
C 0.12837 -1.94447 -3.92140 0.069 0.323 0.255
C 3.18957 -0.26429 -1.37681 0.623 0.122 0.173
C 3.01934 1.07829 -0.63227 -0.196 0.202 -0.008
N 1.77837 1.84305 -0.96057 0.787 1.009 0.516
Zn 0.19842 0.67505 -0.50191 -0.361 -1.255 -0.409
C -1.73143 -0.79877 -2.66152 -0.047 0.171 0.308
P -1.87887 0.72046 -1.62467 -0.374 0.086 -0.058
H 3.50999 -1.86946 -3.42080 -0.304 -0.097 -0.105
H -0.64712 -2.32427 -4.59034 0.342 -0.090 0.046
H 1.79151 -2.87313 -4.93569 -0.041 0.096 0.103
H -2.25395 -1.60866 -2.11809 0.219 0.258 -0.252
H -2.24536 -0.63979 -3.62287 0.074 -0.130 0.276
H 3.47717 -1.00086 -0.61128 -0.135 0.099 -0.219
H 4.06841 -0.15861 -2.04005 -0.333 -0.127 0.267
H 3.00325 0.91342 0.45449 -0.033 0.007 -0.322
C -3.38559 0.42674 -0.63723 -0.324 0.290 -0.100
C -2.27367 2.05602 -2.80421 -0.431 0.200 0.043
H 3.86968 1.74981 -0.85715 -0.147 -0.268 0.118
C 1.74388 2.22624 -2.41133 -0.334 0.127 0.348
C 1.76208 3.07736 -0.13259 0.096 0.086 -0.355
H -0.11339 2.42177 1.88064 -0.988 0.738 -0.092
H 1.83161 3.32109 -2.49262 0.098 -0.381 -0.067
H 2.56467 1.73801 -2.95305 -0.396 0.143 0.101
H 0.77517 1.91766 -2.82851 0.486 0.049 -0.097
H 2.49010 3.80073 -0.53868 -0.174 -0.106 0.306
H 0.74969 3.49238 -0.18931 0.331 0.176 0.097
H 2.01139 2.85803 0.91497 -0.158 -0.024 -0.372
H -3.29625 1.95551 -3.19489 0.280 0.074 -0.035
H -2.18765 3.00900 -2.26190 -0.085 -0.197 -0.266
H -1.55892 2.06180 -3.63763 -0.155 -0.072 0.233
H -4.26428 0.24216 -1.27801 0.266 0.049 0.274
H -3.21706 -0.43036 0.03113 0.034 0.302 -0.258
H -3.55916 1.32009 -0.01830 -0.072 -0.318 -0.136
H -0.69219 2.93068 1.77385 0.861 -0.743 0.201
O 1.18619 -1.39761 1.33791 -1.354 0.666 0.540
C 0.05773 -1.01107 1.68647 0.159 0.242 -0.936
O -0.67750 -0.11995 1.06505 1.059 -0.480 0.672
C -0.59519 -1.50606 2.95210 -0.347 -0.308 0.923
C -1.85777 -1.03892 3.39010 0.142 -0.192 -0.024
C -2.28303 -1.24568 4.70306 0.852 -0.416 0.084
C -1.43395 -1.94726 5.58935 0.623 0.319 -2.439
C -0.29138 -2.62637 5.09475 -0.694 0.590 0.297
C 0.12344 -2.37554 3.78634 -0.292 -0.158 0.125
N -1.59622 -1.69695 6.97673 -0.631 0.377 3.234
O -2.52973 -0.93866 7.33190 1.599 -1.446 -0.620
O -0.77701 -2.17951 7.78441 -1.305 0.609 -1.496
H -2.50878 -0.47332 2.71873 0.464 -0.105 0.170
H -3.21118 -0.83177 5.08307 0.246 0.053 -0.115
H 0.26290 -3.28630 5.75591 0.040 0.321 -0.075
H 1.03341 -2.84271 3.40702 -0.230 0.270 0.091



[2]
18
Properties=species:S:1:pos:R:3:forces:R:3 method="wB97M-V/def2-TZVPD" e_above_lowest_kcal_mol=183.3 homo_ev=-6.856 homo_lumo_gap_ev=4.91
C 0.59901 -1.83587 -0.16177 -0.761 -0.660 0.495
N -1.29662 -0.69144 -1.90059 0.269 0.154 -0.602
C -0.59708 0.21746 -1.12632 -0.670 -0.828 -0.121
C 0.11436 -0.43121 0.05160 3.075 1.557 -1.187
C 1.49607 0.49779 0.34202 -1.493 -1.078 0.576
C 0.36847 0.37116 1.27437 -0.966 0.081 0.901
C -0.39734 1.69135 1.47985 0.538 -0.593 0.604
H -0.20851 -2.50478 -0.46849 0.018 0.206 -0.011
H 1.35929 -1.81261 -0.92781 -0.032 -0.082 -0.337
H 1.05833 -2.24248 0.73246 0.121 0.017 0.247
H -1.23920 -0.34375 -2.86484 -0.191 -0.316 0.215
H -1.32973 0.93211 -0.69706 0.373 0.267 0.287
H 0.16294 0.76662 -1.70633 -0.064 0.609 0.150
H 1.87960 1.51191 0.40896 0.257 0.128 -0.836
H 0.50606 -0.24027 2.17137 0.046 0.112 -0.006
H -1.46325 1.55534 1.69839 0.216 0.213 -0.307
H 0.06521 2.19594 2.33129 -0.092 -0.014 0.052
H -0.16396 2.31199 0.61721 -0.643 0.226 -0.121



[3]
18
Properties=species:S:1:pos:R:3:forces:R:3 method="wB97M-V/def2-TZVPD" e_above_lowest_kcal_mol=99.5 homo_ev="-9.602 / -9.601" homo_lumo_gap_ev="8.03 / 8.03"
C 0.23765 -0.45068 -0.26270 2.066 -0.318 -1.065
C 1.19792 0.54574 -0.47488 -0.452 -1.762 0.243
C 0.57217 -1.59052 0.68893 -0.454 0.367 0.402
C -0.56266 -0.87293 -1.47602 -0.475 0.213 -0.149
C -0.83881 0.75131 0.73093 -0.795 3.461 -0.070
O -0.24979 0.78005 1.98064 0.789 -0.576 -0.065
C -0.32619 2.23462 -0.01147 -1.484 -0.408 0.836
O -2.01558 0.50161 0.56610 0.780 -0.561 -0.432
N -0.20286 3.29719 -0.45618 0.206 -0.555 0.123
H -0.60312 1.53391 2.47362 -0.160 -0.093 -0.236
H 1.32097 1.04273 -1.42720 -0.300 0.213 0.048
H 1.89864 0.81325 0.30588 -0.041 -0.010 0.079
H -0.35174 -1.96991 1.12631 0.009 -0.078 0.042
H 0.08971 -1.24540 -2.26773 0.074 -0.095 0.132
H 1.22542 -1.27267 1.49845 0.036 -0.005 -0.020
H 1.04661 -2.40422 0.13830 -0.018 0.105 -0.084
H -1.29486 -1.64150 -1.23449 0.104 -0.071 0.148
H -1.14348 -0.05257 -1.89848 0.117 0.173 0.069